Molecular formula: C13H23N3O6
Method: DFT, the ωB97M-V functional and the def2-TZVPD basis

```
45
Properties=species:S:1:pos:R:3:forces:R:3:mulliken_charge:R:1
C 2.5078 -3.2990 -0.9203 -0.1 0.0 0.5 -0.987
N 1.5260 -2.4514 -0.2470 -0.2 0.7 -0.7 0.031
C 1.0652 -2.6747 0.9914 -0.2 -1.4 0.6 -0.228
O 1.4205 -3.6445 1.6546 0.0 0.5 -0.1 -0.684
C -0.0040 -1.7019 1.5342 -0.6 0.5 0.1 0.202
C -0.5914 -2.0914 2.9107 0.4 -0.4 -0.5 -0.671
C -1.7136 -1.2049 3.4264 -0.5 -2.0 0.0 0.398
N -1.6567 0.0954 3.2408 0.6 1.7 -0.4 -0.276
O -2.6778 -1.6695 4.0007 -0.2 -0.7 0.3 -0.671
N -1.0543 -1.3780 0.5532 1.7 0.6 1.2 0.191
C -1.8887 -2.1839 -0.1034 -1.3 -1.1 -1.2 0.782
C -1.9872 -3.6606 0.2229 0.2 0.3 0.0 -1.010
O -2.5936 -1.7102 -0.9798 -0.2 0.2 -0.1 -0.682
H 2.1516 -4.3306 -0.9397 0.1 0.0 0.0 0.300
H 3.4561 -3.2655 -0.3803 0.0 -0.1 -0.1 0.317
H 2.6648 -2.9547 -1.9433 -0.1 0.1 0.2 0.351
H 1.1923 -1.6357 -0.7392 0.1 0.0 0.1 0.223
H 0.5448 -0.7791 1.7027 0.1 0.3 -0.2 0.162
H 0.2120 -2.0729 3.6461 0.1 -0.1 0.1 0.433
H -0.9649 -3.1135 2.8706 0.0 0.1 0.2 0.298
H -0.8646 0.5183 2.8046 0.0 0.4 0.0 0.157
H -2.4394 0.6121 3.6015 0.1 0.3 -0.1 0.227
H -1.1400 -0.4164 0.2715 0.0 0.0 -0.1 0.239
H -2.4095 -3.7813 1.2181 0.1 -0.1 0.1 0.270
H -1.0112 -4.1358 0.1675 0.1 -0.1 0.2 0.277
H -2.6518 -4.1322 -0.4991 0.1 0.2 0.0 0.335
C -1.6503 3.7247 -2.6387 0.2 -0.1 0.0 -1.284
C -0.6046 2.6266 -2.4337 0.0 0.0 0.2 -0.413
C 0.5309 3.0671 -1.4819 0.0 -0.3 0.1 0.472
C 1.4605 4.0992 -2.1423 0.2 -0.1 0.2 -1.436
C 1.3609 1.8516 -1.0087 -1.3 -0.2 -3.4 0.389
O 1.5419 0.9158 -1.7931 0.1 1.5 2.2 -0.575
C 1.8634 1.7891 0.4037 1.4 -1.9 2.1 0.410
O 2.2994 0.7310 0.8397 -0.7 1.7 -0.5 -0.552
O 1.7859 2.9074 1.1787 -0.1 -0.6 -1.1 -0.464
H -2.0508 4.0602 -1.6767 0.0 0.0 -0.1 0.329
H -1.2191 4.5839 -3.1608 -0.1 0.0 0.1 0.317
H -2.4788 3.3400 -3.2418 0.1 0.1 0.1 0.393
H -0.1903 2.3282 -3.4037 0.0 -0.1 0.2 0.289
H -1.1116 1.7525 -2.0090 0.1 0.0 -0.1 0.277
H 0.0700 3.5297 -0.6035 0.1 0.0 0.1 0.377
H 0.9085 5.0010 -2.4232 0.1 -0.2 0.1 0.387
H 1.9228 3.6797 -3.0427 -0.1 0.0 0.1 0.337
H 2.2557 4.3939 -1.4494 -0.1 0.1 -0.1 0.379
H 2.2128 2.6802 2.0219 -0.1 0.0 -0.1 0.387
```
Forces are in eV/Å.

Computed properties:
E_LUMO   -1.25 eV
Gap between HOMO and LUMO   8.22 eV
2S+1   1
ΔE to the lowest compared entry with this formula, charge and spin   1.641 eV
E_tot   -30610.766 eV
HOMO level   -0.3477 Eh
Charge   0

=====

Molecular formula: C13H23N4O2P2V
Method: DFT, the ωB97M-V functional and the def2-TZVPD basis

```
45
Properties=species:S:1:pos:R:3:forces:R:3:mulliken_charge:R:1
V -0.1522 0.4613 0.6039 1.2 -0.3 0.3 -0.287
P 2.1297 -0.2773 0.7492 0.6 -0.8 -0.4 0.998
C 2.2300 -0.4639 -1.0880 0.6 0.3 -0.1 -1.244
C 1.0179 -1.1645 -1.6106 -0.2 0.2 0.5 0.661
N -0.1638 -0.7605 -1.0601 0.0 -0.3 -0.7 0.449
C -1.3445 -1.2512 -1.5149 0.5 -0.1 -0.2 0.468
C -1.3490 -2.2397 -2.4948 -0.5 0.2 0.1 -0.835
C -0.1505 -2.7258 -3.0131 0.1 0.3 0.3 -0.461
C 1.0445 -2.1685 -2.5716 0.1 -0.1 0.0 -0.933
C -2.5971 -0.6342 -0.9301 -0.4 0.0 0.1 -1.209
P -2.2717 1.0265 -0.1622 -1.3 -0.3 -0.5 1.237
H 2.0123 -2.5110 -2.9348 -0.3 0.1 0.0 0.493
H -2.3110 -2.6096 -2.8419 0.2 0.0 0.0 0.489
H -0.1475 -3.5202 -3.7573 0.0 0.2 0.2 0.436
H -3.3391 -0.4687 -1.7183 0.0 -0.3 0.0 0.587
H -3.0772 -1.2665 -0.1646 0.3 0.0 -0.3 0.452
H 2.3169 0.6806 -1.5110 -0.2 -2.4 0.7 0.203
H 3.1503 -1.0031 -1.3494 -0.2 0.0 -0.1 0.587
H 1.5992 2.5894 -1.2455 1.5 -0.8 -1.5 0.433
O 2.2283 2.0689 -1.9086 -0.5 2.1 0.7 -0.674
H 3.0891 2.5195 -1.9447 -0.5 0.0 0.0 0.325
H -0.0663 2.3371 -0.0532 0.6 2.2 -0.9 0.273
O 0.4832 3.1435 -0.4043 -1.4 -1.2 1.3 -0.591
H 0.6428 3.6368 0.4166 0.2 0.1 -0.2 0.360
C -2.7127 2.1633 -1.4964 0.2 0.4 -0.1 -1.214
H -3.7975 2.1893 -1.6512 0.2 0.0 0.0 0.430
H -2.3370 3.1498 -1.2089 -0.3 0.0 -0.2 0.407
H -2.2154 1.8827 -2.4311 0.0 0.0 0.2 0.377
C -3.5644 1.2583 1.0815 -0.3 0.0 0.0 -1.372
H -3.2872 2.1082 1.7202 -0.2 -0.2 -0.1 0.353
H -4.5230 1.4603 0.5866 0.1 -0.1 0.3 0.406
H -3.6424 0.3561 1.7006 0.0 0.3 -0.1 0.413
C 2.1917 -1.9766 1.4239 0.0 -0.1 0.2 -1.259
H 3.2290 -2.3439 1.4372 -0.4 0.0 -0.1 0.411
H 1.8060 -1.9633 2.4521 0.1 -0.1 -0.2 0.331
H 1.5633 -2.6577 0.8354 0.1 0.2 0.1 0.343
C 3.7438 0.3770 1.2256 0.3 0.3 0.1 -1.252
H 3.7418 0.6921 2.2753 0.0 -0.1 -0.2 0.402
H 4.4954 -0.4113 1.0971 -0.1 0.2 0.0 0.422
H 4.0077 1.2350 0.6004 0.0 -0.1 0.1 0.331
N -0.6743 -0.1881 2.3138 -0.2 -0.1 0.6 -0.561
C -0.8775 -0.4529 3.4481 -0.9 -0.5 1.3 0.401
N -1.3248 -0.7782 4.5863 0.5 0.4 -1.2 -0.560
C -0.6513 -0.7444 5.7270 1.1 -0.1 2.2 0.435
N -0.1455 -0.7546 6.7858 -0.9 0.1 -2.1 -0.463
```
Forces are in eV/Å.

Computed properties:
E_LUMO (alpha / beta)   -3.75 / -3.61 eV
Gap between HOMO and LUMO (alpha / beta)   7.43 / 7.98 eV
2S+1   4
ΔE to the lowest compared entry with this formula, charge and spin   0.000 eV
E_tot   -68168.529 eV
HOMO level (alpha / beta)   -0.4106 / -0.4261 Eh
Charge   +1
⟨S²⟩   3.766

=====

Molecular formula: C13H23N4OPtSSi
Method: DFT, the ωB97M-V functional and the def2-TZVPD basis

```
44
Properties=species:S:1:pos:R:3:forces:R:3:mulliken_charge:R:1
Pt -0.1370 1.4752 -0.0006 -3.5 7.3 -3.7 1.313
C -4.0231 -0.7724 -3.5522 -0.3 0.3 -0.3 -0.995
C -2.7322 -1.5588 -3.3991 -0.2 0.1 -0.1 -0.636
N -2.3390 -1.6547 -2.0149 0.5 0.1 0.8 -0.120
C -1.7035 -0.7059 -1.2475 0.4 1.0 -0.3 0.100
S -0.8580 0.6361 -2.0780 -0.7 -0.8 0.9 -0.485
N -1.7983 -0.9202 0.0685 -0.1 -0.5 0.8 -1.319
N -1.1625 -0.0139 0.8634 -1.4 -1.4 0.3 0.160
C -1.0158 0.0276 2.1341 0.1 -0.3 0.2 0.778
C -1.6238 -0.9980 3.0506 0.2 0.1 0.2 -1.684
C -0.1788 1.1908 2.7129 -0.6 -0.7 -0.7 0.738
C -0.0269 1.3062 4.0916 0.5 0.7 0.1 -0.722
C 0.7407 2.3557 4.6006 -0.1 -0.1 -0.2 -0.372
C 1.3374 3.2626 3.7293 -0.2 -0.3 0.3 -0.648
C 1.1464 3.0934 2.3699 -0.3 -0.3 -0.7 -0.150
N 0.4146 2.0970 1.8446 -0.4 -0.9 2.0 -0.191
H -4.3343 -0.7579 -4.6016 -0.1 0.0 0.0 0.404
H -3.9076 0.2635 -3.2193 0.1 -0.2 0.0 0.240
H -4.8293 -1.2237 -2.9643 0.1 0.0 -0.1 0.281
H -1.9429 -1.1432 -4.0333 0.0 0.1 0.4 0.286
H -2.9029 -2.5762 -3.7701 0.1 0.0 0.1 0.393
H -2.9083 -2.2480 -1.4307 0.0 -0.2 -0.1 0.288
H -2.1641 -1.7625 2.4864 0.2 0.3 -0.1 0.385
H -2.3332 -0.5122 3.7269 0.0 -0.1 0.2 0.322
H -0.8390 -1.4919 3.6297 -0.1 0.0 0.2 0.332
H -0.4864 0.6061 4.7775 0.0 0.0 -0.2 0.334
H 0.8727 2.4635 5.6730 0.0 0.0 -0.1 0.382
H 1.9389 4.0843 4.0998 0.0 -0.1 -0.1 0.358
H 1.5862 3.7682 1.6417 -0.1 -0.1 0.1 0.406
C 3.9608 -0.9164 -0.1536 0.0 0.0 0.1 -1.083
Si 2.3723 -0.4870 -1.0622 -1.9 1.4 1.0 0.074
C 1.5406 -2.0865 -1.5947 0.2 -0.2 -0.1 -0.764
C 2.8149 0.4948 -2.6029 0.2 -0.1 -0.1 -0.924
O 1.3650 0.3921 -0.0845 6.0 -4.2 -0.8 -0.734
H 4.6282 -1.4972 -0.7971 0.0 0.0 0.0 0.306
H 3.7445 -1.5082 0.7407 0.0 0.0 0.0 0.247
H 4.4855 -0.0072 0.1545 0.0 0.0 0.0 0.262
H 2.2038 -2.6694 -2.2408 0.0 -0.1 0.0 0.416
H 0.6201 -1.8761 -2.1471 0.1 0.0 0.1 0.074
H 1.2865 -2.6966 -0.7230 0.0 0.0 0.0 0.238
H 3.4803 -0.0836 -3.2508 0.1 0.0 -0.1 0.338
H 3.3217 1.4260 -2.3331 0.0 0.0 0.0 0.260
H 1.9145 0.7456 -3.1712 0.1 0.0 0.1 0.256
H -1.5288 2.4790 0.0771 1.2 -0.6 -0.1 -0.141
```
Forces are in eV/Å.

Computed properties:
E_LUMO (alpha / beta)   2.83 / 2.84 eV
Gap between HOMO and LUMO (alpha / beta)   4.55 / 4.36 eV
2S+1   1
E_tot   -43822.291 eV
HOMO level (alpha / beta)   -0.0634 / -0.0559 Eh
Charge   -1

=====

Molecular formula: C13H24B2Cl3F4N6NiO5Si
Method: DFT, the ωB97M-V functional and the def2-TZVPD basis

```
59
Properties=species:S:1:pos:R:3:forces:R:3:mulliken_charge:R:1
Ni -0.9488 -0.1399 0.8136 0.5 0.1 -0.2 -2.061
C -1.6472 -2.1702 -2.8067 0.1 0.0 0.0 -2.023
C -1.6104 -1.3381 -1.5778 -0.1 0.2 0.1 0.723
N -0.8552 -1.5199 -0.5654 -0.1 -0.5 -0.2 1.302
O 0.0843 -2.5000 -0.5566 -0.2 0.2 -0.1 -0.677
B 0.2313 -3.1130 0.7647 -0.1 0.0 0.0 0.770
F -0.9614 -3.4846 1.3015 -0.1 0.0 0.0 -0.298
F 1.2377 -3.9942 0.7478 0.1 -0.1 0.0 -0.321
O 0.7887 -2.0095 1.9096 -0.1 0.3 0.1 -0.686
N 0.1796 -0.9036 2.0786 0.7 0.1 0.6 1.971
C 0.5978 -0.0780 3.0871 0.0 -0.8 -0.4 -0.184
C 1.6146 -0.5358 4.0680 0.0 0.1 0.0 -1.895
C -0.0534 1.1614 3.1162 -0.5 0.5 -0.5 0.279
N -0.7664 1.4080 1.9834 0.0 0.3 0.7 1.774
O -1.4353 2.4835 1.9214 0.1 -0.1 0.0 -0.660
B -2.1610 2.8154 0.4372 -0.1 -0.1 0.1 0.801
F -3.0003 3.8055 0.7551 0.0 0.1 0.0 -0.298
F -1.0809 3.0832 -0.3334 0.1 0.1 -0.1 -0.223
O -2.9573 1.6719 -0.0551 0.0 -0.1 -0.1 -0.715
N -2.2711 0.5360 -0.3300 -0.3 0.2 -0.3 1.832
C -2.4685 -0.0989 -1.4273 0.1 -0.2 0.1 0.177
C -3.4146 0.3182 -2.4892 0.0 0.0 0.0 -1.939
C -0.0156 2.1660 4.2031 0.2 -0.1 0.1 -1.604
H -1.0868 -3.0889 -2.6560 0.0 0.0 0.0 0.449
H -1.2086 -1.6196 -3.6422 0.0 0.0 0.0 0.332
H -2.6768 -2.4090 -3.0719 0.0 0.0 0.0 0.459
H 1.9894 -1.5217 3.8130 0.0 0.0 0.0 0.397
H 1.1679 -0.5769 5.0630 0.0 0.0 0.0 0.502
H 2.4482 0.1668 4.1048 0.0 0.0 0.0 0.380
H -3.7601 1.3343 -2.3261 0.0 0.0 0.0 0.457
H -4.2767 -0.3534 -2.4820 0.0 0.0 0.0 0.385
H -2.9410 0.2293 -3.4668 0.0 0.0 0.0 0.405
H 0.6390 1.8402 5.0064 0.0 0.0 0.0 0.519
H -1.0217 2.3160 4.5985 0.0 0.0 0.0 0.310
H 0.3238 3.1290 3.8211 0.0 0.0 0.0 0.343
C 3.1731 -0.6653 0.3493 0.1 0.1 0.0 -0.988
N 2.7238 -0.3172 -0.9842 -0.2 0.1 0.0 0.224
C 3.2250 -1.2016 -2.0264 0.0 0.1 -0.1 -1.168
C 1.6173 0.4629 -1.1400 0.1 0.0 0.0 0.331
O 0.8094 0.6483 -0.1981 -0.2 0.0 0.2 -0.490
N 1.4435 1.0805 -2.3345 0.2 -0.2 0.0 0.248
C 2.5605 1.5069 -3.1702 0.0 -0.1 0.1 -1.211
C 0.1933 1.7535 -2.6224 -0.1 0.1 0.0 -1.097
H 4.2628 -0.7095 0.3456 0.0 0.0 0.0 0.444
H 2.7887 -1.6369 0.6623 0.0 0.0 0.0 0.250
H 2.8673 0.1075 1.0488 -0.1 0.0 0.1 0.215
H 3.1833 -2.2300 -1.6624 0.0 0.0 0.0 0.378
H 4.2545 -0.9653 -2.2992 0.0 0.0 0.0 0.293
H 2.6007 -1.1369 -2.9114 0.0 0.0 -0.1 0.400
H 3.4999 1.3620 -2.6461 0.0 0.0 0.0 0.411
H 2.4468 2.5718 -3.3761 0.0 0.0 0.0 0.390
H 2.5917 0.9726 -4.1203 0.0 0.0 0.0 0.321
H -0.5859 1.3686 -1.9768 0.1 0.1 -0.1 0.156
H -0.0665 1.5934 -3.6694 0.0 0.0 0.0 0.384
H 0.2737 2.8268 -2.4395 0.0 0.0 0.0 0.441
Cl -3.8333 0.6062 2.6933 -0.1 0.1 0.1 -0.212
Si -2.7212 -0.9525 2.0594 -0.1 -0.1 0.0 0.795
Cl -2.1403 -1.9276 3.7487 0.0 -0.1 -0.1 -0.266
Cl -3.8513 -2.1275 0.8621 0.0 -0.1 0.1 -0.231
```
Forces are in eV/Å.

Computed properties:
E_LUMO (alpha / beta)   -4.87 / -6.16 eV
Gap between HOMO and LUMO (alpha / beta)   7.12 / 5.96 eV
2S+1   3
E_tot   -131762.477 eV
HOMO level (alpha / beta)   -0.4408 / -0.4457 Eh
Charge   +1
⟨S²⟩   2.125

=====

Molecular formula: C13H24BBeCl4F2KLiNO5P
Method: DFT, the ωB97M-V functional and the def2-TZVPD basis

```
54
Properties=species:S:1:pos:R:3:forces:R:3:mulliken_charge:R:1
C -0.3232 2.0219 -3.3483 -0.2 -0.3 0.2 -1.274
C 0.6040 1.0773 -4.0999 -0.1 0.7 -0.7 0.211
O -0.0931 0.0642 -4.7551 0.3 -0.5 0.2 -0.825
B 0.1015 -1.2502 -4.1777 -0.4 0.0 0.1 0.946
F 1.3064 -1.8367 -4.6342 0.3 0.3 0.0 -0.261
C -0.0449 -1.4117 -2.5555 1.2 -0.6 -0.2 -0.781
C 1.3907 -1.6639 -1.9289 -0.5 0.6 -0.2 -1.528
P -1.3841 -2.3956 -4.9061 -0.2 0.3 -0.4 0.103
O -1.0128 -3.8621 -4.6967 0.6 -0.3 0.4 -0.242
H -1.2324 1.4650 -3.1422 -0.1 -0.1 0.1 0.335
H -0.6242 2.8506 -3.9777 0.1 0.2 0.0 0.356
H 0.0708 2.3666 -2.4002 0.2 0.2 0.0 0.119
H 1.4342 0.6923 -3.4800 -0.2 -0.1 0.4 -0.224
H 1.0442 1.6964 -4.9148 0.1 0.2 0.0 0.435
H -0.6330 -2.3326 -2.4041 -0.2 1.5 -1.0 0.479
H -0.6035 -0.6282 -2.0517 0.1 0.3 0.0 0.290
H 1.4844 -1.2920 -0.9008 -0.1 -0.3 0.0 0.385
H 2.1741 -1.1644 -2.4841 0.0 0.1 -0.1 0.141
H 1.6480 -2.7299 -1.9940 0.6 0.8 -0.3 0.783
H -1.6503 -2.0372 -6.2364 -0.2 -0.2 -0.1 0.120
H -2.5479 -2.0433 -4.1985 -0.2 0.0 -0.2 0.084
C -0.3099 -6.8169 -3.5094 -0.1 -0.2 -0.4 0.116
Cl -0.4449 -6.0013 -1.9026 -0.2 -1.5 -0.5 -0.218
Cl -0.9240 -8.4542 -3.4279 0.0 0.0 0.0 -0.131
H -0.8889 -6.2414 -4.2290 -0.1 0.1 0.1 0.033
H 0.7391 -6.8398 -3.7753 0.1 0.0 0.2 0.274
Cl 1.0209 1.5074 0.0390 -0.1 -0.1 0.0 -0.075
C 2.4515 2.3424 0.6842 0.2 -0.2 0.1 -0.095
C 2.9002 3.4750 -0.1988 -0.1 0.1 0.2 -0.533
Cl 3.5861 2.8680 -1.7404 0.0 0.0 -0.1 -0.200
H 3.2428 1.6102 0.8234 0.0 0.0 0.0 0.320
H 2.1425 2.7250 1.6796 0.3 -0.1 -0.4 -0.100
H 3.6861 4.0400 0.2978 0.1 -0.1 0.0 0.417
H 2.0856 4.1534 -0.4383 0.0 0.0 -0.1 0.316
Be 0.7552 3.8604 2.6894 -1.3 0.7 1.0 0.237
C -2.1712 1.6592 8.1394 0.0 0.0 0.0 -0.433
C -0.7874 1.7186 8.0471 -0.1 0.0 0.0 -0.447
C -0.1627 1.4772 6.8371 0.2 0.0 0.1 -0.325
C -0.9429 1.1816 5.7349 0.0 0.0 0.1 0.178
C -2.3212 1.1117 5.8069 -0.2 0.0 -0.1 -0.336
C -2.9356 1.3527 7.0222 0.0 0.0 0.1 -0.461
N -0.2887 0.9500 4.4458 0.0 0.0 0.0 1.019
O 0.9289 1.0068 4.3993 0.1 0.1 -0.1 -0.603
O -0.9870 0.7261 3.4763 0.0 0.0 -0.1 -0.589
H -2.6561 1.8548 9.0859 0.0 0.0 0.0 0.382
H -0.1947 1.9574 8.9185 0.0 0.0 0.0 0.377
H 0.9123 1.5228 6.7572 0.0 0.0 -0.1 0.437
H -2.9091 0.8782 4.9331 0.1 0.0 -0.1 0.434
H -4.0125 1.3065 7.0972 0.0 0.0 0.0 0.374
F -1.8379 -5.2571 -5.6806 -0.2 0.2 0.0 -0.451
K -0.0329 -3.5917 -1.0613 -0.4 -0.9 2.6 0.922
O -1.6767 4.9551 4.0832 1.3 -0.7 -0.7 -0.652
H -1.8351 4.4380 3.2775 -0.5 0.1 0.1 0.195
Li 2.7591 0.9371 -5.0246 -0.3 -0.3 0.0 0.966
```
Forces are in eV/Å.

Computed properties:
E_LUMO   -7.02 eV
Gap between HOMO and LUMO   1.22 eV
2S+1   1
E_tot   -108001.431 eV
HOMO level   -0.3029 Eh
Charge   +1